Entry 1:
{"formula": "C12H17BrN2O5STc", "method": "the ωB97M-V functional and the def2-TZVPD basis", "gap_ev": [6.2, 3.2], "multiplicity": 2, "relative_energy_ev": 3.2431, "charge": 2, "lumo_energy_ev": [-9.03, -11.29], "e_tot_ev": -108995.20206, "elements": ["Tc", "C", "O", "C", "O", "H", "H", "H", "C", "C", "O", "H", "H", "H", "H", "H", "H", "N", "C", "N", "S", "H", "H", "H", "H", "Br", "C", "C", "C", "C", "C", "C", "C", "O", "O", "H", "H", "H", "H"], "xyz": [[-0.09471, -1.21670, -0.53982], [-1.03393, -5.23074, -2.00081], [-0.93883, -3.78719, -2.19974], [-0.41468, -3.06250, -1.32885], [0.15084, -3.24455, -0.25935], [-1.27387, -5.64928, -2.97372], [-1.83681, -5.43545, -1.29114], [-0.08592, -5.62468, -1.63699], [2.52711, 0.75851, -3.01284], [2.06520, -0.67762, -2.87070], [1.94433, -1.08947, -1.48917], [2.53557, 1.03346, -4.06363], [3.53644, 0.88954, -2.63002], [1.85330, 1.43897, -2.49596], [2.76560, -1.36396, -3.35577], [1.07099, -0.81476, -3.29978], [2.75924, -0.83757, -1.02835], [-2.34375, 0.78849, 1.56184], [-3.05828, 0.15788, 0.64513], [-4.25077, 0.57250, 0.27822], [-2.46456, -1.32052, -0.05142], [-2.69510, 1.60981, 2.03259], [-1.44834, 0.42302, 1.85782], [-4.71074, 1.36485, 0.70970], [-4.75550, 0.08378, -0.44977], [0.69989, 5.18688, 3.94477], [0.77649, 3.43749, 3.17995], [1.06052, 2.34313, 3.99241], [1.14304, 1.08216, 3.42634], [0.90490, 0.90656, 2.07294], [0.59215, 2.00254, 1.26641], [0.55387, 3.27704, 1.81729], [0.27387, 1.85287, -0.20175], [0.34018, 2.76600, -0.98148], [-0.11670, 0.64367, -0.53079], [1.22714, 2.47457, 5.04860], [1.39892, 0.23309, 4.04030], [0.99419, -0.09187, 1.64062], [0.34871, 4.12007, 1.17695]]}

---

Entry 2:
{"formula": "C12H17BrN4OP", "method": "the ωB97M-V functional and the def2-TZVPD basis", "gap_ev": 6.1, "multiplicity": 1, "charge": -1, "lumo_energy_ev": 2.44, "e_tot_ev": -100060.13547, "elements": ["C", "C", "C", "C", "C", "C", "C", "N", "C", "P", "N", "O", "C", "N", "C", "C", "N", "C", "H", "H", "H", "H", "H", "H", "H", "H", "H", "H", "H", "H", "H", "H", "H", "H", "H", "Br"], "xyz": [[3.27805, 2.66890, 1.25241], [2.40169, 1.76857, 0.26657], [1.47003, 2.61955, -0.68272], [0.78564, 1.69923, -1.80146], [0.15883, 0.41371, -1.13623], [0.95079, -0.78904, -1.12286], [0.43450, -2.05079, -0.47665], [1.28618, -3.18960, -0.47159], [-0.89415, -2.00501, 0.13685], [-1.43383, -3.61384, 0.95733], [-0.92738, -3.40893, 2.64162], [-3.11431, -3.73267, 1.00351], [-1.73256, -0.74374, 0.12417], [-2.97924, -0.81034, 0.72168], [-3.63634, 0.37873, 0.68279], [-3.07080, 1.59741, 0.06297], [-1.87341, 1.69986, -0.57124], [-1.22467, 0.48169, -0.51483], [3.47901, 2.01987, 2.15914], [4.28162, 2.93394, 0.83204], [2.71140, 3.56146, 1.63218], [1.73413, 1.15277, 0.94043], [3.06141, 1.04872, -0.28309], [0.64030, 3.11507, -0.09479], [2.01997, 3.45204, -1.20910], [1.56320, 1.32861, -2.53449], [-0.05055, 2.25457, -2.36240], [1.97029, -0.82891, -1.58191], [1.84499, -3.26671, -1.32067], [0.78197, -4.06164, -0.29822], [-0.46822, -4.27005, 2.96020], [-0.15851, -2.72471, 2.56689], [-3.51061, -3.64956, 0.11963], [-4.64597, 0.41871, 1.16522], [-3.69081, 2.53342, 0.11957], [-1.44263, 1.99869, -3.88295]]}

---

Entry 3:
{"formula": "C12H17ClN3O4Pb", "method": "the ωB97M-V functional and the def2-TZVPD basis", "gap_ev": 1.1, "multiplicity": 1, "charge": 1, "lumo_energy_ev": -8.65, "e_tot_ev": -43126.31890, "elements": ["Pb", "Cl", "O", "O", "O", "O", "C", "C", "C", "C", "N", "H", "H", "H", "H", "H", "H", "H", "N", "C", "C", "C", "C", "H", "H", "H", "H", "H", "N", "C", "C", "C", "C", "H", "H", "H", "H", "H"], "xyz": [[0.52582, -0.36041, 9.40374], [-0.28056, -1.13601, 3.97919], [-1.15502, -0.31438, 4.76506], [-0.56772, -1.22673, 2.54252], [1.01509, -0.52765, 4.21718], [-0.28114, -2.46262, 4.41596], [4.38784, 0.51010, -3.41647], [3.79023, 0.50637, -1.95883], [3.18256, 1.84578, -1.64503], [4.02446, 2.90813, -1.10382], [4.75852, 3.70783, -0.70827], [4.21916, -0.43366, -3.93508], [5.45872, 0.70206, -3.34966], [3.93217, 1.29521, -4.01984], [4.53831, 0.18996, -1.23196], [3.03087, -0.27162, -1.88013], [2.62046, 1.80060, -0.71224], [2.39513, 2.21551, -2.30181], [-2.28351, -6.75749, -0.93901], [-2.71968, -7.41578, -2.04737], [-3.06255, -8.69947, -1.65235], [-2.95415, -8.76305, -0.20401], [-2.56693, -7.46219, 0.18633], [-1.91631, -5.81769, -0.89386], [-2.65685, -6.91967, -3.00463], [-3.25099, -9.43806, -2.41744], [-3.03348, -9.62389, 0.44333], [-2.24632, -6.99967, 1.10812], [-1.45157, 7.63127, -0.13432], [-2.71275, 7.09235, -0.13601], [-2.80311, 6.24191, 0.93535], [-1.63841, 6.33277, 1.69533], [-0.77127, 7.26304, 0.98689], [-1.27030, 8.37449, -0.79376], [-3.46294, 7.09324, -0.91293], [-3.60078, 5.52242, 1.04692], [-1.42347, 5.74561, 2.57592], [0.23047, 7.65135, 1.09696]]}

---

Entry 4:
{"formula": "C12H17F3N2O3S", "method": "the ωB97M-V functional and the def2-TZVPD basis", "gap_ev": 9.6, "multiplicity": 1, "relative_energy_ev": 1.2776, "smiles": "CON=C1CCC([C@@H](C#N)S(=O)(=O)CCC(F)(F)F)CC1", "lumo_energy_ev": 0.33, "e_tot_ev": -40826.05828, "elements": ["C", "O", "N", "C", "C", "C", "C", "C", "C", "N", "S", "O", "O", "C", "C", "C", "F", "F", "F", "C", "C", "H", "H", "H", "H", "H", "H", "H", "H", "H", "H", "H", "H", "H", "H", "H", "H", "H"], "xyz": [[-0.50067, -6.38867, -1.05826], [0.43316, -5.51564, -0.33587], [-0.13606, -4.74553, 0.76307], [0.09141, -3.43252, 0.72909], [0.69851, -2.64974, -0.46550], [0.27648, -1.16054, -0.81005], [-0.04639, -0.45147, 0.55466], [-0.64252, 1.01217, 0.18492], [-1.52223, 1.47560, 1.23591], [-2.02706, 1.79548, 2.21327], [0.68281, 2.24856, -0.12037], [1.43124, 2.49423, 1.11574], [1.67148, 1.86747, -1.16193], [-0.09238, 3.84395, -0.46782], [0.98499, 4.85048, -0.56446], [0.54752, 6.30743, -0.95071], [-0.20419, 6.72657, 0.10721], [1.73185, 7.06720, -1.16144], [-0.26808, 6.18698, -2.03216], [-0.99266, -1.31126, 1.50707], [-0.43353, -2.69577, 1.90451], [-1.24698, -6.87502, -0.35656], [-0.99779, -5.73764, -1.74148], [0.10478, -7.13017, -1.53517], [0.78257, -3.31512, -1.40161], [1.77322, -2.57765, -0.14083], [1.05244, -0.57285, -1.35940], [-0.60899, -1.26986, -1.48779], [0.85819, -0.27376, 1.06817], [-1.27056, 0.89569, -0.76672], [-0.62512, 3.77714, -1.41770], [-0.69640, 4.03391, 0.41171], [1.65331, 4.59818, -1.36302], [1.49708, 4.85791, 0.39482], [-1.18779, -0.77579, 2.41782], [-1.93305, -1.42022, 1.01218], [-1.25970, -3.16810, 2.46239], [0.42113, -2.57162, 2.61630]]}

---

Entry 5:
{"formula": "C12H17F6O5S", "method": "the ωB97M-V functional and the def2-TZVPD basis", "gap_ev": 6.3, "multiplicity": 1, "charge": -1, "lumo_energy_ev": 2.35, "e_tot_ev": -50089.95671, "elements": ["C", "C", "C", "C", "C", "C", "C", "F", "S", "O", "O", "C", "F", "F", "C", "F", "F", "F", "H", "H", "H", "H", "H", "H", "H", "H", "H", "H", "H", "H", "H", "C", "C", "O", "C", "O", "O", "H", "H", "H", "H"], "xyz": [[0.96043, 5.13314, -0.71924], [1.80009, 3.73398, -0.36012], [2.08105, 2.85836, -1.71753], [0.76391, 2.11972, -2.35389], [0.51663, 0.57822, -1.85517], [1.02803, 0.33428, -0.29886], [0.80244, -1.25999, 0.15422], [-0.04797, -1.39118, 1.37776], [-1.37941, 0.36728, -1.96780], [-1.83979, 0.83254, -3.40404], [-1.77157, -1.15971, -1.90821], [-2.30773, 1.23837, -0.59444], [-2.00782, 2.68490, -0.45264], [-2.08431, 0.63853, 0.77014], [-3.96220, 1.14677, -0.82232], [-4.56400, 1.80529, 0.39703], [-4.45642, -0.26271, -0.78809], [-4.36373, 1.90085, -2.03339], [1.08165, 5.41611, -1.87030], [-0.17598, 4.89925, -0.45368], [1.27944, 6.02873, -0.03573], [1.19421, 3.16736, 0.47546], [2.85649, 4.01711, 0.11651], [2.46474, 3.63157, -2.54058], [2.98620, 2.09226, -1.58207], [0.95386, 2.06232, -3.53116], [-0.17256, 2.83188, -2.23098], [2.21335, 0.47534, -0.27709], [0.49341, 1.07065, 0.47392], [1.86350, -1.71078, 0.46444], [0.43405, -1.93312, -0.74338], [-0.61962, -5.37114, 2.64587], [0.43259, -6.12432, 3.39325], [1.63951, -5.59818, 2.87495], [1.35309, -4.35671, 2.38468], [2.19180, -3.55102, 2.01710], [0.00644, -4.13440, 2.36046], [-1.52468, -5.21939, 3.24040], [-0.89059, -5.85621, 1.70227], [0.39750, -5.93339, 4.47103], [0.37394, -7.20257, 3.22121]]}

---

Entry 6:
{"formula": "C12H17I2N4OS", "method": "the ωB97M-V functional and the def2-TZVPD basis", "gap_ev": 7.7, "multiplicity": 1, "charge": 1, "lumo_energy_ev": -3.48, "e_tot_ev": -47754.92474, "elements": ["C", "C", "I", "C", "I", "C", "C", "N", "C", "C", "N", "N", "C", "S", "H", "H", "H", "H", "H", "C", "C", "C", "O", "C", "N", "H", "H", "H", "H", "H", "H", "H", "H", "H", "H", "H", "H"], "xyz": [[0.31693, -1.11454, -2.22355], [-1.10283, -0.84119, -1.84958], [-1.35446, 0.00570, 0.07638], [-2.13969, -1.06603, -2.62421], [-1.73601, -1.84531, -4.56183], [-3.55346, -0.77115, -2.22873], [-4.07298, 0.23438, -3.15371], [-4.35144, 1.10179, -3.87203], [-4.49620, -1.98147, -2.24013], [-4.05861, -2.97672, -1.26631], [-3.78392, -3.78984, -0.49897], [-4.75113, -2.49443, -3.60156], [-4.62300, -3.68821, -3.78737], [-4.30086, -5.16782, -4.08275], [0.92189, -1.04054, -1.32943], [0.69394, -0.36885, -2.90997], [0.43820, -2.11553, -2.60162], [-3.63701, -0.33324, -1.24412], [-5.44929, -1.61560, -1.87798], [3.80735, 1.71677, 3.87405], [2.83875, 2.59987, 3.10168], [1.62562, 1.86409, 2.53407], [2.00406, 1.09743, 1.41050], [2.27949, -0.28683, 1.66973], [3.55950, 3.17089, 1.90852], [4.35260, 1.03510, 3.22007], [4.54612, 2.32269, 4.40148], [3.27397, 1.12687, 4.61546], [2.52431, 3.43699, 3.72386], [0.90528, 2.60335, 2.16930], [1.12038, 1.27089, 3.29597], [1.73585, -0.65227, 2.54051], [3.35084, -0.44178, 1.81155], [1.96777, -0.85444, 0.79700], [4.49963, 3.50027, 2.12615], [3.03558, 3.93476, 1.47670], [3.61285, 2.42394, 1.20085]]}

---

Entry 7:
{"formula": "C12H17N", "method": "the ωB97M-V functional and the def2-TZVPD basis", "gap_ev": 8.6, "multiplicity": 1, "relative_energy_ev": 4.1995, "smiles": "Cc1c[nH]c2ccccc12.CCC", "lumo_energy_ev": 0.79, "e_tot_ev": -14206.13794, "elements": ["C", "C", "C", "N", "C", "C", "C", "C", "C", "C", "H", "H", "H", "H", "H", "H", "H", "H", "H", "C", "C", "C", "H", "H", "H", "H", "H", "H", "H", "H"], "xyz": [[-2.69980, 1.66327, 0.61065], [-1.65454, 1.50568, -0.42022], [-1.80237, 0.82313, -1.61579], [-0.60916, 0.84230, -2.26384], [0.40862, 1.32078, -1.43357], [1.81570, 1.49929, -1.47589], [2.53661, 2.10976, -0.51092], [1.79482, 2.65022, 0.59831], [0.44666, 2.65037, 0.70009], [-0.28800, 1.97870, -0.35530], [-3.17551, 2.66193, 0.39883], [-2.56754, 1.74124, 1.74589], [-3.57720, 1.01709, 0.60605], [-2.62162, 0.27865, -2.27844], [-0.30989, 0.26840, -3.08431], [2.21507, 1.00868, -2.29681], [3.58409, 1.85158, -0.64616], [2.40359, 3.10643, 1.44230], [-0.03938, 2.99832, 1.54018], [0.65357, -3.52385, -0.35127], [0.90854, -2.52450, 0.90744], [-0.15342, -2.66273, 1.92730], [0.37666, -2.93220, -1.24284], [1.65299, -4.06443, -0.43647], [-0.31570, -4.05058, -0.06500], [0.65527, -1.56508, 0.18308], [1.85417, -2.30051, 1.33024], [-1.03510, -3.31557, 1.53785], [-0.59797, -1.88451, 2.06068], [0.14085, -3.15185, 2.88796]]}

---

Entry 8:
{"formula": "C12H17N", "method": "the ωB97M-V functional and the def2-TZVPD basis", "gap_ev": 8.9, "multiplicity": 1, "relative_energy_ev": 1.0109, "smiles": "Cc1c[nH]c2ccccc12.CCC", "lumo_energy_ev": 0.89, "e_tot_ev": -14209.32659, "elements": ["C", "C", "C", "N", "C", "C", "C", "C", "C", "C", "H", "H", "H", "H", "H", "H", "H", "H", "H", "C", "C", "C", "H", "H", "H", "H", "H", "H", "H", "H"], "xyz": [[-0.92940, 2.79512, -0.90368], [0.04684, 1.69125, -1.15962], [0.26716, 0.85812, -2.18497], [1.20184, -0.14061, -1.82954], [1.61418, 0.06676, -0.55205], [2.48025, -0.64810, 0.29468], [2.75809, -0.13348, 1.54041], [2.24737, 1.07275, 1.97795], [1.30660, 1.74151, 1.17065], [0.93839, 1.22524, -0.05463], [-0.67141, 3.76452, -1.37056], [-0.93718, 3.07761, 0.14543], [-1.94235, 2.43865, -1.07898], [-0.29614, 0.63075, -3.08100], [1.20526, -0.99481, -2.35319], [2.72338, -1.66609, 0.03054], [3.29766, -0.72438, 2.29042], [2.37461, 1.44662, 2.97936], [0.79659, 2.53889, 1.70037], [-1.69894, -1.02401, 1.26963], [-1.77712, -1.24245, -0.25500], [-1.68266, -2.74734, -0.54398], [-1.24568, -0.09720, 1.60101], [-0.93931, -1.71696, 1.62525], [-2.61525, -1.16977, 1.83088], [-2.65016, -0.78946, -0.70818], [-0.86300, -0.73659, -0.55621], [-0.88745, -3.34197, -0.09774], [-2.54304, -3.27860, -0.11061], [-1.57915, -2.89597, -1.61662]]}

---

Copy entry 7 word for word.
{"formula": "C12H17N", "method": "the ωB97M-V functional and the def2-TZVPD basis", "gap_ev": 8.6, "multiplicity": 1, "relative_energy_ev": 4.1995, "smiles": "Cc1c[nH]c2ccccc12.CCC", "lumo_energy_ev": 0.79, "e_tot_ev": -14206.13794, "elements": ["C", "C", "C", "N", "C", "C", "C", "C", "C", "C", "H", "H", "H", "H", "H", "H", "H", "H", "H", "C", "C", "C", "H", "H", "H", "H", "H", "H", "H", "H"], "xyz": [[-2.69980, 1.66327, 0.61065], [-1.65454, 1.50568, -0.42022], [-1.80237, 0.82313, -1.61579], [-0.60916, 0.84230, -2.26384], [0.40862, 1.32078, -1.43357], [1.81570, 1.49929, -1.47589], [2.53661, 2.10976, -0.51092], [1.79482, 2.65022, 0.59831], [0.44666, 2.65037, 0.70009], [-0.28800, 1.97870, -0.35530], [-3.17551, 2.66193, 0.39883], [-2.56754, 1.74124, 1.74589], [-3.57720, 1.01709, 0.60605], [-2.62162, 0.27865, -2.27844], [-0.30989, 0.26840, -3.08431], [2.21507, 1.00868, -2.29681], [3.58409, 1.85158, -0.64616], [2.40359, 3.10643, 1.44230], [-0.03938, 2.99832, 1.54018], [0.65357, -3.52385, -0.35127], [0.90854, -2.52450, 0.90744], [-0.15342, -2.66273, 1.92730], [0.37666, -2.93220, -1.24284], [1.65299, -4.06443, -0.43647], [-0.31570, -4.05058, -0.06500], [0.65527, -1.56508, 0.18308], [1.85417, -2.30051, 1.33024], [-1.03510, -3.31557, 1.53785], [-0.59797, -1.88451, 2.06068], [0.14085, -3.15185, 2.88796]]}